Entry 1:
{"formula": "C2H5ClOS", "method": "the ωB97M-V functional and the def2-TZVPD basis", "species": ["H", "O", "C", "S", "H", "Cl", "H", "H", "H", "C"], "xyz": [[1.448, -1.731, 0.362], [-1.193, 1.872, -0.048], [1.587, -0.754, -0.130], [0.113, -0.436, -1.094], [-0.555, 0.291, 1.069], [-2.613, -0.506, 0.236], [1.757, -0.038, 0.617], [2.478, -0.855, -0.736], [-1.991, 1.967, -0.446], [-1.031, 0.191, 0.170]], "orbital_gap_ev": 10.03, "e_tot_ha": -1012.761164, "smiles": "CS[C@@H](O)Cl", "lumo_energy_ev": 0.824, "total_charge": 0}

Entry 2:
{"formula": "C2H5ClS", "method": "the ωB97M-V functional and the def2-TZVPD basis", "species": ["H", "H", "C", "S", "C", "H", "H", "H", "Cl"], "xyz": [[-0.981, 0.542, -1.878], [1.535, 0.902, 1.769], [-0.594, 0.564, -0.548], [0.195, 2.024, 0.263], [0.083, -0.799, -0.185], [-0.144, -1.155, 0.964], [-1.659, 0.407, 0.129], [-0.300, -1.518, -0.699], [1.864, -0.967, 0.185]], "orbital_gap_ev": 7.13, "e_tot_ha": -937.349789, "lumo_energy_ev": -1.869, "total_charge": 0}

Sequential energy above the lowest of the compared OMol25 structures with the same formula, charge and spin output: 29.70; 130.78 kcal per mole